{
  "formula": "C5H15NO",
  "method": "ωB97M-V/def2-TZVPD",
  "smiles": "CCN(C)CC.O",
  "e_above_lowest_kj_mol": 113.0,
  "symbols": ["C", "C", "N", "C", "C", "C", "H", "H", "H", "H", "H", "H", "H", "H", "H", "H", "H", "H", "H", "O", "H", "H"],
  "xyz": [[-1.878, 1.246, -0.130], [-0.739, 1.079, 0.893], [0.215, 0.109, 0.382], [0.901, -0.484, 1.492], [1.132, 0.828, -0.464], [1.961, -0.156, -1.422], [-1.432, 1.616, -1.069], [-2.590, 2.002, 0.242], [-2.431, 0.317, -0.345], [-0.201, 2.003, 1.179], [-1.179, 0.647, 1.812], [0.232, -0.866, 2.281], [1.638, 0.195, 1.954], [1.439, -1.335, 1.044], [0.561, 1.484, -1.150], [1.758, 1.477, 0.178], [2.726, -0.712, -0.855], [2.468, 0.492, -2.156], [1.332, -0.880, -1.966], [-1.721, -3.189, -0.898], [-1.571, -2.380, -0.358], [-2.622, -3.492, -0.646]]
}



{
  "formula": "C23H34BiN5O4",
  "method": "ωB97M-V/def2-TZVPD",
  "charge": 2,
  "e_above_lowest_kj_mol": 64.0,
  "symbols": ["Bi", "C", "C", "N", "C", "C", "N", "C", "C", "N", "H", "H", "H", "H", "H", "H", "H", "H", "H", "H", "H", "H", "H", "H", "H", "C", "C", "C", "C", "C", "C", "C", "C", "C", "C", "O", "O", "H", "H", "H", "H", "H", "H", "H", "H", "H", "H", "H", "O", "C", "N", "C", "O", "C", "C", "C", "C", "N", "C", "H", "H", "H", "H", "H", "H", "H", "H"],
  "xyz": [[0.252, 1.590, -0.224], [0.192, 3.344, 2.546], [-0.509, 4.139, 1.449], [0.218, 3.989, 0.172], [1.582, 4.572, 0.126], [2.642, 3.603, -0.415], [2.612, 2.295, 0.272], [2.994, 2.301, 1.691], [1.928, 1.575, 2.518], [0.577, 1.979, 2.095], [1.089, 3.863, 2.880], [-0.477, 3.284, 3.403], [-1.511, 3.742, 1.299], [-0.588, 5.184, 1.757], [-0.362, 4.385, -0.564], [1.600, 5.460, -0.506], [1.857, 4.901, 1.127], [2.477, 3.423, -1.480], [3.618, 4.082, -0.309], [3.164, 1.622, -0.252], [3.948, 1.800, 1.853], [3.117, 3.329, 2.029], [2.027, 0.505, 2.351], [2.088, 1.776, 3.579], [-0.127, 1.321, 2.424], [-2.861, -4.859, -0.092], [-2.805, -3.363, -0.031], [-2.715, -2.681, 1.179], [-2.708, -1.297, 1.239], [-2.760, -0.618, 2.584], [-2.783, -0.570, 0.039], [-2.928, -1.232, -1.191], [-3.142, -0.495, -2.487], [-2.908, -2.619, -1.202], [-2.719, 0.912, 0.019], [-3.484, 1.640, -0.538], [-1.633, 1.495, 0.677], [-2.548, -5.318, 0.844], [-2.250, -5.234, -0.914], [-3.889, -5.169, -0.288], [-2.685, -3.250, 2.103], [-2.736, -1.351, 3.388], [-3.690, -0.053, 2.672], [-1.950, 0.094, 2.734], [-2.530, 0.403, -2.579], [-4.182, -0.171, -2.551], [-2.944, -1.153, -3.332], [-2.998, -3.148, -2.144], [2.128, -0.203, -3.581], [2.781, -1.468, -3.553], [1.885, -2.592, -3.643], [1.238, -3.228, -2.625], [0.580, -4.230, -2.784], [1.321, -2.619, -1.244], [1.667, -3.393, -0.143], [1.509, -2.854, 1.124], [1.052, -1.556, 1.253], [0.792, -0.780, 0.193], [0.885, -1.325, -1.026], [1.806, -0.040, -4.475], [3.323, -1.507, -2.611], [3.496, -1.538, -4.373], [1.737, -3.018, -4.548], [2.026, -4.404, -0.288], [1.716, -3.439, 2.009], [0.878, -1.135, 2.234], [0.623, -0.697, -1.870]]
}



{
  "formula": "C4H5N4O",
  "method": "ωB97M-V/def2-TZVPD",
  "charge": 1,
  "smiles": "Nc1c[nH+]c2ocnn12",
  "e_above_lowest_kj_mol": 0.0,
  "symbols": ["N", "C", "C", "N", "C", "O", "C", "N", "N", "H", "H", "H", "H", "H"],
  "xyz": [[-2.041, 1.235, -0.034], [-1.096, 0.273, -0.009], [-1.144, -1.092, 0.112], [0.110, -1.720, 0.062], [1.020, -0.779, 0.030], [2.305, -0.480, -0.046], [2.353, 0.893, 0.139], [1.197, 1.490, 0.140], [0.269, 0.570, -0.016], [-2.853, 0.785, -0.435], [-1.619, 2.076, -0.429], [-2.023, -1.764, 0.354], [0.139, -2.706, -0.149], [3.382, 1.219, 0.281]]
}



{
  "formula": "CH2N4OS",
  "method": "ωB97M-V/def2-TZVPD",
  "smiles": "O=c1[nH]nnn1S",
  "e_above_lowest_kj_mol": 80.5,
  "symbols": ["O", "C", "N", "N", "N", "N", "S", "H", "H"],
  "xyz": [[-0.723, 2.038, 0.014], [-0.713, 0.903, 0.027], [-1.730, -0.048, -0.076], [-1.522, -1.358, 0.028], [-0.263, -1.432, -0.035], [0.290, -0.198, -0.122], [2.087, -0.106, 0.070], [-2.687, 0.100, 0.576], [1.936, 1.126, -0.527]]
}



{
  "formula": "C50H34FINO18",
  "method": "ωB97M-V/def2-TZVPD",
  "charge": -1,
  "symbols": ["O", "C", "O", "C", "I", "N", "F", "H", "H", "C", "C", "C", "O", "C", "C", "C", "O", "H", "H", "H", "H", "C", "C", "C", "O", "C", "C", "C", "O", "H", "H", "H", "H", "C", "C", "C", "O", "C", "C", "C", "O", "H", "H", "H", "H", "C", "C", "C", "O", "C", "C", "C", "O", "H", "H", "H", "H", "C", "C", "C", "O", "C", "C", "C", "O", "H", "H", "H", "H", "C", "C", "C", "O", "C", "C", "C", "O", "H", "H", "H", "H", "C", "C", "C", "O", "C", "C", "C", "O", "H", "H", "H", "H", "C", "C", "C", "O", "C", "C", "C", "O", "H", "H", "H", "H"],
  "xyz": [[-2.208, -1.720, -2.823], [-2.959, -2.555, -3.450], [-2.452, -3.822, -3.759], [-4.479, -2.229, -3.864], [-4.936, -0.093, -3.822], [-5.378, -3.040, -2.994], [-6.123, -3.941, -3.750], [-4.621, -2.584, -4.938], [-6.101, -2.443, -2.548], [-1.445, -4.112, -0.925], [-0.201, -4.431, -0.558], [0.056, -5.328, 0.584], [1.195, -5.620, 0.923], [-1.117, -5.864, 1.309], [-2.360, -5.547, 0.945], [-2.619, -4.647, -0.201], [-3.752, -4.362, -0.532], [-1.650, -3.454, -1.762], [0.669, -4.049, -1.077], [-0.909, -6.522, 2.144], [-3.229, -5.931, 1.466], [-9.062, -3.635, -7.866], [-10.205, -4.320, -7.827], [-10.540, -5.190, -6.680], [-11.584, -5.817, -6.646], [-9.559, -5.271, -5.577], [-8.415, -4.586, -5.616], [-8.080, -3.716, -6.762], [-7.039, -3.090, -6.797], [-8.800, -2.993, -8.698], [-10.935, -4.271, -8.626], [-9.821, -5.912, -4.745], [-7.685, -4.634, -4.817], [3.331, -0.270, 2.913], [2.148, -0.341, 2.302], [1.608, -1.632, 1.826], [0.529, -1.698, 1.268], [2.429, -2.841, 2.055], [3.612, -2.768, 2.666], [4.152, -1.477, 3.141], [5.234, -1.410, 3.702], [3.742, 0.667, 3.267], [1.534, 0.534, 2.128], [2.018, -3.779, 1.700], [4.227, -3.643, 2.840], [8.452, 3.358, 3.521], [7.269, 3.285, 2.911], [6.729, 1.993, 2.436], [5.650, 1.927, 1.877], [7.551, 0.786, 2.665], [8.734, 0.859, 3.275], [9.274, 2.151, 3.750], [10.353, 2.218, 4.309], [8.862, 4.296, 3.875], [6.654, 4.159, 2.736], [7.140, -0.151, 2.311], [9.349, -0.015, 3.450], [-2.935, -0.748, -8.249], [-2.080, -0.604, -9.262], [-0.668, -1.026, -9.140], [0.114, -0.893, -10.066], [-0.241, -1.613, -7.853], [-1.096, -1.757, -6.839], [-2.507, -1.335, -6.961], [-3.284, -1.468, -6.038], [-3.972, -0.444, -8.320], [-2.377, -0.177, -10.212], [0.795, -1.917, -7.782], [-0.801, -2.185, -5.888], [4.827, 5.896, 0.592], [3.566, 6.065, 0.191], [2.757, 7.207, 0.666], [1.605, 7.361, 0.302], [3.398, 8.154, 1.602], [4.659, 7.985, 2.004], [5.468, 6.844, 1.528], [6.621, 6.690, 1.893], [5.434, 5.065, 0.255], [3.082, 5.381, -0.495], [2.792, 8.984, 1.940], [5.143, 8.669, 2.689], [-0.423, 7.579, 2.743], [-1.570, 6.900, 2.799], [-1.890, 6.030, 3.950], [-2.935, 5.410, 4.001], [-0.891, 5.942, 5.036], [0.256, 6.620, 4.980], [0.576, 7.491, 3.829], [1.623, 8.112, 3.779], [-0.171, 8.220, 1.907], [-2.312, 6.955, 2.012], [-1.142, 5.300, 5.872], [0.998, 6.566, 5.767], [1.797, -1.602, 7.914], [1.810, -0.612, 7.021], [1.126, -0.747, 5.717], [1.139, 0.155, 4.900], [0.427, -2.020, 5.442], [0.414, -3.010, 6.335], [1.098, -2.876, 7.639], [1.085, -3.778, 8.456], [2.293, -1.521, 8.873], [2.316, 0.327, 7.206], [-0.069, -2.101, 4.482], [-0.092, -3.949, 6.149]]
}



{
  "formula": "CH2Cl2NO2P",
  "method": "ωB97M-V/def2-TZVPD",
  "smiles": "O=C(Cl)Cl.NP=O",
  "e_above_lowest_kj_mol": 181.1,
  "symbols": ["O", "C", "Cl", "Cl", "N", "P", "O", "H", "H"],
  "xyz": [[0.861, 0.112, -0.699], [1.730, 0.621, -0.048], [3.075, -0.269, 0.642], [1.730, 2.250, 0.191], [-1.881, -0.201, -0.455], [-0.914, -1.538, 0.069], [-0.720, -1.294, 1.457], [-1.841, 0.469, 0.321], [-2.041, -0.150, -1.478]]
}



{
  "formula": "C3H3NOS",
  "method": "ωB97M-V/def2-TZVPD",
  "smiles": "O=CNC=C=S",
  "e_above_lowest_kj_mol": 148.0,
  "symbols": ["O", "C", "N", "C", "C", "S", "H", "H", "H"],
  "xyz": [[-1.190, 1.462, -0.965], [-1.394, 0.820, 0.035], [-0.542, -0.153, 0.398], [0.603, -0.264, -0.376], [1.726, -0.714, 0.087], [3.192, -1.199, 0.336], [-2.381, 0.670, 0.463], [-0.598, -0.559, 1.393], [0.584, -0.063, -1.370]]
}



{
  "formula": "C52H79BN2O21P",
  "method": "ωB97M-V/def2-TZVPD",
  "charge": 1,
  "symbols": ["C", "C", "C", "C", "O", "C", "C", "N", "P", "O", "C", "C", "C", "C", "C", "C", "C", "C", "C", "N", "B", "C", "O", "H", "H", "H", "H", "H", "H", "H", "H", "H", "H", "H", "H", "H", "H", "H", "H", "H", "H", "H", "H", "H", "H", "H", "H", "H", "O", "C", "O", "C", "C", "C", "H", "H", "H", "H", "H", "H", "O", "C", "O", "C", "C", "C", "H", "H", "H", "H", "H", "H", "O", "C", "O", "C", "C", "C", "H", "H", "H", "H", "H", "H", "O", "C", "O", "C", "C", "C", "H", "H", "H", "H", "H", "H", "O", "C", "O", "C", "C", "C", "H", "H", "H", "H", "H", "H", "O", "C", "O", "C", "C", "C", "H", "H", "H", "H", "H", "H", "O", "C", "O", "C", "C", "C", "H", "H", "H", "H", "H", "H", "O", "C", "O", "C", "C", "C", "H", "H", "H", "H", "H", "H", "O", "C", "O", "C", "C", "C", "H", "H", "H", "H", "H", "H"],
  "xyz": [[5.018, -1.120, 3.443], [5.043, 0.050, 2.385], [6.242, -0.014, 1.360], [6.428, 1.300, 0.477], [5.405, 2.301, 0.679], [4.282, 2.036, -0.043], [4.031, 0.990, -1.050], [2.658, 1.224, -1.397], [1.950, 0.160, -2.614], [1.396, -1.103, -2.009], [2.145, 2.268, -0.678], [0.647, 2.620, -0.898], [-0.279, 1.854, 0.128], [0.120, 1.658, 1.544], [-0.744, 0.964, 2.534], [-2.071, 0.415, 2.164], [-2.466, 0.576, 0.724], [-3.880, -0.024, 0.343], [-1.602, 1.274, -0.262], [3.103, 2.828, 0.187], [2.882, 3.976, 1.106], [3.907, 4.474, 2.244], [1.658, 4.683, 0.999], [4.005, -1.140, 3.952], [5.143, -2.145, 2.990], [5.768, -0.950, 4.277], [4.963, 1.051, 2.913], [4.090, -0.054, 1.772], [7.194, -0.170, 1.960], [6.181, -0.885, 0.648], [7.399, 1.779, 0.811], [6.603, 1.042, -0.614], [4.740, 0.218, -1.421], [3.051, -0.248, -3.444], [0.949, 0.777, -3.410], [0.298, 2.319, -1.933], [0.457, 3.737, -0.846], [1.099, 2.042, 1.946], [-0.411, 0.850, 3.595], [-2.727, -0.124, 2.902], [-3.722, -1.110, 0.059], [-4.363, 0.527, -0.510], [-4.593, -0.019, 1.214], [-1.963, 1.350, -1.323], [4.765, 4.994, 1.705], [3.454, 5.249, 2.926], [4.339, 3.621, 2.842], [1.468, 5.002, 1.905], [1.224, -0.797, -5.151], [0.187, -0.833, -5.770], [-0.099, -0.005, -6.799], [-1.455, -0.241, -7.240], [-1.782, -1.639, -6.768], [-0.977, -1.751, -5.494], [-2.100, 0.508, -6.792], [-1.512, -0.150, -8.324], [-2.849, -1.807, -6.628], [-1.418, -2.370, -7.496], [-1.529, -1.376, -4.629], [-0.638, -2.772, -5.323], [-0.892, -2.022, 4.972], [-0.361, -2.529, 4.021], [0.684, -1.975, 3.360], [1.004, -2.777, 2.211], [0.446, -4.149, 2.516], [-0.772, -3.822, 3.361], [0.538, -2.325, 1.330], [2.085, -2.797, 2.068], [0.218, -4.730, 1.622], [1.165, -4.718, 3.112], [-1.658, -3.643, 2.748], [-0.968, -4.594, 4.103], [-3.492, 1.560, -7.744], [-4.029, 2.424, -7.101], [-5.368, 2.629, -7.085], [-5.666, 3.800, -6.310], [-4.473, 3.987, -5.398], [-3.333, 3.453, -6.244], [-5.805, 4.643, -6.992], [-6.589, 3.643, -5.751], [-4.335, 5.019, -5.074], [-4.588, 3.368, -4.504], [-2.908, 4.225, -6.890], [-2.557, 2.994, -5.633], [-4.610, -4.128, -6.133], [-3.858, -4.619, -5.341], [-2.599, -5.047, -5.645], [-2.021, -5.678, -4.491], [-2.785, -5.127, -3.307], [-4.166, -4.896, -3.890], [-2.136, -6.760, -4.592], [-0.958, -5.439, -4.438], [-2.778, -5.792, -2.443], [-2.352, -4.170, -2.999], [-4.791, -5.789, -3.824], [-4.662, -4.045, -3.425], [3.895, -4.033, 3.625], [4.636, -4.527, 4.432], [5.884, -4.970, 4.138], [6.454, -5.601, 5.295], [5.693, -5.032, 6.473], [4.316, -4.790, 5.883], [6.327, -6.683, 5.200], [7.519, -5.375, 5.347], [5.690, -5.691, 7.342], [6.136, -4.079, 6.775], [3.681, -5.675, 5.952], [3.828, -3.930, 6.338], [1.277, -2.385, -12.672], [1.553, -2.175, -11.526], [2.349, -2.986, -10.776], [2.385, -2.508, -9.426], [2.005, -1.045, -9.511], [1.048, -1.024, -10.689], [1.674, -3.089, -8.831], [3.385, -2.648, -9.014], [1.572, -0.658, -8.588], [2.889, -0.445, -9.746], [0.020, -1.230, -10.384], [1.105, -0.086, -11.238], [-7.048, 0.290, 5.369], [-5.939, -0.032, 5.694], [-5.162, -0.893, 4.981], [-3.944, -1.145, 5.702], [-3.782, 0.035, 6.636], [-5.219, 0.404, 6.947], [-4.047, -2.091, 6.241], [-3.114, -1.228, 5.001], [-3.188, -0.193, 7.515], [-3.297, 0.861, 6.108], [-5.610, -0.160, 7.797], [-5.334, 1.474, 7.111], [-1.560, 5.341, -2.209], [-0.820, 6.282, -2.309], [-0.930, 7.232, -3.271], [0.173, 8.146, -3.172], [0.671, 8.016, -1.749], [0.378, 6.560, -1.436], [0.930, 7.858, -3.907], [-0.168, 9.157, -3.396], [1.720, 8.289, -1.632], [0.082, 8.658, -1.089], [1.199, 5.905, -1.739], [0.139, 6.414, -0.385], [-2.806, 1.458, 8.918], [-2.888, 1.014, 10.030], [-3.765, 0.042, 10.391], [-3.681, -0.180, 11.807], [-2.313, 0.330, 12.208], [-2.090, 1.467, 11.227], [-4.490, 0.372, 12.294], [-3.801, -1.242, 12.019], [-2.256, 0.633, 13.254], [-1.564, -0.449, 12.043], [-2.502, 2.409, 11.594], [-1.037, 1.581, 10.975]]
}



| no. | lowest unoccupied orbital energy (Eh) | maximum force (eV Å⁻¹) | E (eV) |
| --- | --- | --- | --- |
| 1 | 0.03308 | 2.4 | -8965.187 |
| 2 | -0.22844 | 0.6 | -45870.282 |
| 3 | -0.12730 | 7.2 | -12227.599 |
| 4 | 0.00261 | 9.9 | -19909.101 |
| 5 | -0.02213 | 6.1 | -101554.323 |
| 6 | -0.00252 | 4.7 | -40988.315 |
| 7 | -0.01922 | 3.3 | -17530.406 |
| 8 | -0.11971 | 4.9 | -111144.299 |